(1)
Entry from OMol25: an isolated ion of composition C3H6BrN2 and charge +1 (the ωB97M-V functional and the def2-TZVPD basis).

Values from the calculation:
E_HOMO, Ha: -0.55316
Energy above the lowest of the compared OMol25 structures with the same formula, charge and spin, kcal per mole: 18.0
Frontier orbital gap, eV: 11.156
Lowest unoccupied orbital energy, Ha: -0.14319

Geometry as ORCA input:
```
! wB97M-V def2-TZVPD RIJCOSX def2/J DEFGRID3
* xyz 1 1
Br 2.69 0.02 -0.16
C 1.03 -0.20 0.59
C -0.11 -1.15 0.14
N -0.93 -0.33 -0.79
C -0.80 0.97 -0.59
N 0.00 1.30 0.37
H 1.06 -0.15 1.73
H 0.29 -2.05 -0.35
H -0.60 -1.43 1.04
H -1.38 -0.97 -1.41
H -1.45 1.75 -1.11
H 0.19 2.26 0.53
*
```

Atom charges from the Mulliken analysis, given in e for atoms 1 to 8:
1 Br 0.059
2 C -0.145
3 C -0.343
4 N -0.122
5 C 0.006
6 N -0.259
7 H 0.317
8 H 0.384

---

(2)
Entry from OMol25: C56H35F12N3O5PTi as an isolated structure (the ωB97M-V functional and the def2-TZVPD basis).

Values from the calculation:
E_HOMO, Ha: -0.40375
Energy above the lowest of the compared OMol25 structures with the same formula, charge and spin, kcal per mole: 11.3
Frontier orbital gap, eV: 5.929
Lowest unoccupied orbital energy, Ha: -0.18587

Geometry as ORCA input:
```
! wB97M-V def2-TZVPD RIJCOSX def2/J DEFGRID3
* xyz 1 1
Ti -1.45 0.70 0.79
O -1.81 4.59 -0.64
C -1.88 3.38 -0.40
N -1.63 2.76 0.82
C -1.31 3.36 2.05
O -1.54 4.48 2.42
C -0.47 2.46 2.90
C 0.06 2.97 4.06
C 1.02 2.23 4.68
C 1.46 1.02 4.13
C 0.82 0.55 3.01
N -0.22 1.20 2.47
C -2.30 2.47 -1.44
C -3.05 2.91 -2.52
C -3.56 1.98 -3.38
C -3.36 0.61 -3.17
C -2.55 0.27 -2.11
N -2.03 1.14 -1.25
H -0.21 3.98 4.37
H 1.49 2.67 5.58
H 2.21 0.44 4.62
H 1.08 -0.38 2.53
H -3.23 3.98 -2.65
H -4.10 2.37 -4.26
H -3.82 -0.14 -3.83
H -2.20 -0.74 -1.94
O -1.96 -3.09 0.49
C -0.57 -3.29 0.51
C 0.26 -1.96 0.54
O 1.46 -1.99 0.35
O -0.46 -0.92 0.90
C -0.26 -4.26 -0.61
C -0.84 -5.49 -0.51
C -0.61 -6.54 -1.44
C 0.10 -6.21 -2.59
C 0.61 -4.92 -2.79
C 0.39 -3.93 -1.83
C -0.09 -3.98 1.83
C -0.87 -3.89 3.00
C -0.38 -4.41 4.22
C 0.87 -5.07 4.27
C 1.58 -5.25 3.09
C 1.14 -4.66 1.91
H -2.23 -2.19 0.61
H -1.50 -5.67 0.34
H -1.01 -7.52 -1.24
H 0.22 -6.92 -3.40
H 1.02 -4.63 -3.73
H 0.78 -2.91 -2.05
H -1.77 -3.28 2.98
H -0.88 -4.24 5.20
H 1.24 -5.33 5.23
H 2.52 -5.77 3.12
H 1.72 -4.66 0.99
F 1.32 1.87 -7.87
C 1.30 3.08 -7.21
F 2.37 3.72 -7.73
F 0.16 3.75 -7.62
C 1.43 2.96 -5.75
C 2.26 3.81 -5.03
C 2.44 3.57 -3.67
C 1.90 2.47 -3.03
C 1.04 1.63 -3.77
C 0.82 1.82 -5.13
P 2.02 2.17 -1.27
C 2.53 3.68 -0.48
C 1.65 4.79 -0.59
C 1.81 5.90 0.21
C 2.74 5.88 1.27
C 3.59 4.77 1.45
C 3.45 3.71 0.55
C 2.77 6.96 2.25
F 2.09 6.63 3.38
F 2.22 8.13 1.85
F 4.06 7.24 2.64
C 3.47 1.11 -1.27
C 3.23 -0.23 -0.96
C 4.29 -1.11 -0.90
C 5.60 -0.67 -1.06
C 5.82 0.68 -1.37
C 4.78 1.59 -1.47
C 6.73 -1.54 -0.83
F 7.68 -1.42 -1.81
F 6.32 -2.87 -0.85
F 7.37 -1.40 0.37
H 2.78 4.66 -5.51
H 2.94 4.33 -3.06
H 0.48 0.82 -3.23
H 0.24 1.08 -5.64
H 0.84 4.72 -1.32
H 1.17 6.75 0.05
H 4.29 4.74 2.28
H 4.09 2.85 0.74
H 2.19 -0.51 -0.80
H 4.01 -2.13 -0.65
H 6.85 1.01 -1.51
H 5.01 2.63 -1.74
F -8.43 -4.25 4.61
C -8.31 -4.04 3.28
F -8.17 -5.27 2.68
F -9.54 -3.56 2.81
C -7.19 -3.14 2.84
C -6.91 -2.97 1.44
C -5.89 -2.20 0.97
C -5.04 -1.58 1.91
C -5.20 -1.87 3.27
C -6.29 -2.53 3.77
C -3.90 -0.85 1.56
C -3.02 0.01 1.37
H -7.54 -3.50 0.65
H -5.74 -2.07 -0.10
H -4.50 -1.48 3.95
H -6.38 -2.62 4.84
*
```

Atom charges from the Mulliken analysis, given in e for atoms 1 to 8:
1 Ti -0.385
2 O -0.624
3 C 0.050
4 N 0.634
5 C -0.013
6 O -0.599
7 C 0.709
8 C -0.737

---

(3)
Entry from OMol25: C4H7NO3 as an isolated structure (the ωB97M-V functional and the def2-TZVPD basis).

Values from the calculation:
E_HOMO, Ha: -0.32930
Energy above the lowest of the compared OMol25 structures with the same formula, charge and spin, kcal per mole: 344.4
Frontier orbital gap, eV: 3.296
Lowest unoccupied orbital energy, Ha: -0.20817

Geometry as ORCA input:
```
! wB97M-V def2-TZVPD RIJCOSX def2/J DEFGRID3
* xyz 0 1
O 1.97 -0.64 2.35
C 1.43 -1.21 1.38
O -1.88 -1.30 1.42
C 1.39 -0.88 0.00
C 0.31 -0.01 0.28
C -0.58 1.11 -1.95
N -0.21 2.35 -2.02
O -1.74 0.67 -1.79
H -2.64 -1.74 1.80
H 2.29 -0.57 -0.60
H 0.65 -1.92 1.65
H 0.46 0.97 0.94
H -0.71 -0.38 0.66
H 0.28 0.43 -2.05
H -0.99 2.93 -2.43
*
```

Atom charges from the Mulliken analysis, given in e for atoms 1 to 8:
1 O -0.464
2 C -0.074
3 O -0.671
4 C 0.167
5 C -0.572
6 C 0.136
7 N -0.569
8 O -0.471

---

(4)
Entry from OMol25: C13H16Cl2N2Ti as an isolated structure (the ωB97M-V functional and the def2-TZVPD basis).

Values from the calculation:
E_HOMO (spin up / spin down), Ha: -0.07829 / -0.12900
Frontier orbital gap (spin up / spin down), eV: 4.429 / 5.811
Lowest unoccupied orbital energy (spin up / spin down), Ha: 0.08447 / 0.08455

Geometry as ORCA input:
```
! wB97M-V def2-TZVPD RIJCOSX def2/J DEFGRID3
* xyz -1 2
Ti -0.39 -0.76 1.05
Cl 0.94 1.10 1.26
Cl -0.93 -2.46 -0.42
C -0.21 -1.62 2.65
H -1.00 -2.38 2.69
H -0.41 -0.98 3.53
C -2.07 0.53 -0.39
C -2.26 0.16 0.87
H -2.10 -0.21 -1.21
C -2.20 1.17 2.04
H -2.35 -0.86 1.29
C -2.91 2.44 1.55
H -2.65 0.77 2.96
H -1.17 1.43 2.39
C -2.24 2.99 0.30
H -3.92 2.11 1.31
H -2.98 3.20 2.33
C -1.99 1.96 -0.83
H -2.84 3.82 -0.07
H -1.28 3.42 0.59
H -2.71 2.17 -1.64
H -1.01 2.20 -1.26
N 5.87 -2.91 -3.64
C 4.99 -2.46 -3.00
C 3.89 -1.94 -2.22
C 3.95 -1.91 -0.83
C 2.84 -1.47 -0.10
N 1.69 -1.11 -0.67
C 1.64 -1.08 -2.01
C 2.72 -1.48 -2.82
H 4.85 -2.23 -0.30
H 2.90 -1.40 0.99
H 0.72 -0.74 -2.49
H 2.63 -1.45 -3.90
*
```

Atom charges from the Mulliken analysis, given in e for atoms 1 to 8:
1 Ti 0.031
2 Cl -0.576
3 Cl -0.544
4 C -0.862
5 H 0.270
6 H 0.225
7 C -0.204
8 C -0.319

---

(5)
Entry from OMol25: a 3-piece molecular cluster, C11H23N2O2 overall (the ωB97M-V functional and the def2-TZVPD basis).

Values from the calculation:
E_HOMO, Ha: -0.44010
Energy above the lowest of the compared OMol25 structures with the same formula, charge and spin, kcal per mole: 0.0
Frontier orbital gap, eV: 7.896
Lowest unoccupied orbital energy, Ha: -0.14992

Geometry as ORCA input:
```
! wB97M-V def2-TZVPD RIJCOSX def2/J DEFGRID3
* xyz 1 1
C 2.15 -0.65 -0.20
N 1.54 0.22 -1.20
C 0.64 1.23 -0.69
C -0.74 0.66 -0.59
C -1.38 0.50 0.64
C -2.62 -0.07 0.70
N -3.22 -0.48 -0.43
C -2.65 -0.34 -1.64
C -1.41 0.22 -1.74
H 1.56 -0.62 0.72
H 3.16 -0.35 0.05
H 2.17 -1.69 -0.53
H 2.22 0.63 -1.82
H 0.61 2.08 -1.37
H 0.93 1.63 0.29
H -0.90 0.84 1.54
H -3.15 -0.23 1.62
H -4.13 -0.91 -0.38
H -3.21 -0.70 -2.49
H -0.94 0.31 -2.71
C 1.37 -6.08 -0.23
C 1.58 -4.64 0.21
O 2.87 -4.14 -0.14
H 2.14 -6.72 0.19
H 0.39 -6.44 0.08
H 1.42 -6.16 -1.32
H 1.54 -4.57 1.30
H 0.80 -3.99 -0.20
H 2.96 -4.20 -1.10
C -0.38 5.82 1.08
C -1.11 4.50 1.17
O -0.25 3.42 1.54
H 0.44 5.76 0.37
H -1.05 6.62 0.76
H 0.03 6.10 2.06
H -1.51 4.22 0.19
H -1.95 4.57 1.86
H 0.13 3.63 2.40
*
```

Atom charges from the Mulliken analysis, given in e for atoms 1 to 8:
1 C -0.733
2 N -0.290
3 C -1.164
4 C 0.768
5 C -0.184
6 C -0.491
7 N 0.015
8 C -0.465

---

(6)
Entry from OMol25: one molecule with the formula C23H26FN3O2 (the ωB97M-V functional and the def2-TZVPD basis).

Values from the calculation:
E_HOMO, Ha: -0.29079
Energy above the lowest of the compared OMol25 structures with the same formula, charge and spin, kcal per mole: 48.2
Frontier orbital gap, eV: 8.611
Lowest unoccupied orbital energy, Ha: 0.02565

Geometry as ORCA input:
```
! wB97M-V def2-TZVPD RIJCOSX def2/J DEFGRID3
* xyz 0 1
C 6.55 3.47 -2.56
O 5.61 2.78 -3.36
C 4.63 2.08 -2.75
C 3.73 1.42 -3.59
C 2.69 0.68 -3.08
C 2.53 0.56 -1.70
N 1.50 -0.19 -1.14
C 0.61 -1.02 -1.76
C -0.20 -1.56 -0.79
C -1.40 -2.42 -1.04
N -2.64 -1.70 -1.30
C -2.64 -0.99 -2.55
C -3.18 -0.97 -0.15
C -4.71 -1.07 -0.14
C -5.24 -0.40 1.13
O -4.84 0.95 1.22
C -3.44 1.08 1.23
C -2.80 0.51 -0.03
C 0.27 -0.98 0.42
C -0.22 -1.14 1.79
C -0.64 -2.36 2.29
C -1.11 -2.47 3.59
C -1.17 -1.35 4.41
C -0.72 -0.14 3.91
F -0.75 0.95 4.70
C -0.24 -0.02 2.62
N 1.28 -0.17 0.17
C 3.42 1.21 -0.86
C 4.46 1.96 -1.37
H 7.12 2.78 -1.93
H 6.07 4.22 -1.94
H 7.23 3.96 -3.26
H 3.86 1.53 -4.66
H 2.01 0.19 -3.76
H 0.62 -1.19 -2.81
H -1.59 -3.09 -0.20
H -1.21 -3.04 -1.92
H -2.45 -1.70 -3.35
H -1.88 -0.19 -2.62
H -3.62 -0.54 -2.72
H -2.81 -1.49 0.74
H -5.02 -2.11 -0.17
H -5.12 -0.56 -1.01
H -6.33 -0.39 1.14
H -4.88 -0.95 2.01
H -3.25 2.15 1.32
H -3.03 0.57 2.11
H -1.72 0.64 0.02
H -3.18 1.06 -0.90
H -0.57 -3.25 1.68
H -1.44 -3.42 3.97
H -1.54 -1.41 5.42
H 0.10 0.94 2.25
H 3.29 1.11 0.21
H 5.14 2.45 -0.69
*
```

Atom charges from the Mulliken analysis, given in e for atoms 1 to 8:
1 C -0.836
2 O -0.457
3 C 0.820
4 C -0.945
5 C -0.308
6 C 0.990
7 N 0.811
8 C -0.554